Density functional theory data (the ωB97M-V functional and the def2-TZVPD basis) for C23H42Cl2FeN2O6P as an isolated structure.

```
! RIJCOSX wB97M-V def2-TZVPD def2/J DEFGRID3
* xyz -1 5
O 0.698 0.894 -1.293
C 0.855 1.430 -2.538
C 0.882 2.972 -2.476
C 0.495 3.686 -1.337
H 0.151 3.137 -0.452
C 0.509 5.082 -1.352
H 0.230 5.617 -0.440
C 0.868 5.762 -2.519
H 0.870 6.849 -2.533
C 1.234 5.049 -3.674
H 1.509 5.570 -4.593
C 1.250 3.658 -3.638
H 1.525 3.065 -4.520
H 1.795 1.118 -3.019
C -0.111 -0.510 -3.980
C -0.254 0.902 -3.487
H -0.777 -0.695 -4.833
H -0.415 -1.238 -3.207
H 0.941 -0.737 -4.214
C -1.369 1.647 -3.660
C -2.624 1.178 -4.316
H -1.409 2.662 -3.255
H -2.834 1.792 -5.194
H -3.463 1.307 -3.625
H -2.592 0.132 -4.628
Fe -0.981 0.223 -0.738
Cl -1.746 1.866 0.632
Cl -2.723 -0.743 -1.788
C -2.912 -1.130 1.120
O -1.669 -1.259 1.069
N -3.755 -1.954 1.737
C -3.364 -3.260 2.275
C -5.141 -1.556 1.932
H -3.392 -0.275 0.602
H -2.317 -3.473 2.046
H -3.992 -4.059 1.857
H -3.526 -3.280 3.363
H -5.243 -0.541 1.531
H -5.389 -1.563 3.001
H -5.833 -2.223 1.402
H 1.380 -5.096 -1.265
H 3.889 -4.186 -0.916
C 1.354 -4.289 -2.011
C 3.598 -3.335 -1.553
N 2.147 -3.152 -1.559
H 0.325 -3.962 -2.166
C 1.551 -2.041 -1.125
O 0.315 -1.901 -1.108
H 4.069 -2.419 -1.175
H 2.278 -1.260 -0.781
H 1.793 -4.683 -2.934
H 3.959 -3.534 -2.573
C 1.065 -3.220 3.567
C 0.336 -2.553 2.430
O 1.052 -1.590 1.629
P 2.053 -0.357 1.909
O 2.201 -0.350 3.522
C 1.438 0.417 4.473
C -0.062 0.274 4.432
O 1.278 1.119 1.717
C 2.065 2.327 1.757
C 1.435 3.551 2.409
H 1.821 -3.909 3.179
H 0.338 -3.842 4.106
H 1.481 -2.496 4.278
H -0.015 -3.293 1.687
H -0.556 -2.034 2.802
H 1.797 0.046 5.436
H 1.715 1.478 4.388
H -0.530 0.718 3.546
H -0.404 -0.762 4.537
H -0.452 0.811 5.307
H 2.992 2.112 2.322
H 2.335 2.595 0.728
H 1.016 3.367 3.405
H 2.261 4.262 2.556
H 0.700 4.083 1.788
*
```

Frontier orbital gap (alpha / beta) (eV): 6.998 / 6.225
Relative energy (zero: lowest compared OMol25 entry of this formula, charge and spin) (kJ/mol): 77.6

Löwdin population analysis, charges in e, atoms 1 to 4: O -0.32; C -0.41; C -0.17; C -0.05